Formula: C39H45Br2FN5ORbS5Si2Te
Source: OMol25
Level of theory: ωB97M-V/def2-TZVPD

Element x y z (Å)
Rb: 0.215 0.245 0.589
C: -3.297 0.122 -1.411
C: -3.800 0.094 0.006
C: -5.170 0.247 0.306
C: -5.579 0.256 1.607
C: -4.636 0.109 2.647
C: -4.954 0.095 4.029
Br: -6.759 0.318 4.615
C: -3.978 -0.082 4.967
C: -2.645 -0.243 4.586
Br: -1.346 -0.499 5.951
C: -2.193 -0.217 3.246
O: -0.999 -0.332 2.892
C: -3.282 -0.044 2.259
N: -2.906 -0.047 0.956
H: -4.118 0.127 -2.130
H: -2.657 -0.737 -1.617
H: -2.690 1.016 -1.566
H: -5.887 0.359 -0.499
H: -6.626 0.375 1.855
H: -4.234 -0.093 6.018
C: 5.112 -2.370 -1.278
Si: 6.059 -1.540 0.099
C: 5.428 -2.159 1.745
C: 7.862 -2.062 -0.046
C: 5.902 0.291 0.002
Te: 3.794 0.944 -0.061
C: 4.257 2.705 1.059
Si: 3.952 2.500 2.881
C: 3.812 4.203 3.667
C: 5.428 1.655 3.670
C: 2.419 1.538 3.290
H: 5.221 -3.457 -1.222
H: 5.475 -2.040 -2.254
H: 4.045 -2.133 -1.228
H: 5.495 -3.248 1.816
H: 4.385 -1.867 1.891
H: 6.013 -1.730 2.565
H: 7.977 -3.147 0.038
H: 8.462 -1.595 0.740
H: 8.276 -1.753 -1.010
H: 6.413 0.685 -0.881
H: 6.377 0.731 0.886
H: 3.592 3.461 0.644
H: 5.294 2.969 0.839
H: 4.709 4.797 3.467
H: 3.690 4.126 4.752
H: 2.951 4.746 3.268
H: 6.347 2.223 3.497
H: 5.570 0.647 3.271
H: 5.277 1.572 4.751
H: 1.554 1.956 2.774
H: 2.221 1.542 4.366
H: 2.522 0.501 2.968
C: -3.174 -2.177 -5.057
S: -1.678 -3.003 -5.654
C: -0.695 -1.618 -6.062
C: -0.121 -0.761 -5.165
S: -0.177 -0.759 -3.460
S: 0.779 0.525 -5.964
C: 0.506 0.117 -7.610
S: 1.157 0.941 -8.905
S: -0.460 -1.281 -7.759
H: -3.817 -2.944 -4.623
H: -3.695 -1.679 -5.873
H: -2.892 -1.463 -4.283
F: 1.722 2.068 0.167
N: -0.239 -7.776 -1.224
C: -0.176 -9.120 -0.928
C: -0.479 -10.263 -1.661
C: -0.284 -11.476 -1.028
C: 0.196 -11.545 0.291
C: 0.494 -10.402 1.008
C: 0.304 -9.169 0.386
N: 0.524 -7.887 0.868
C: 0.192 -7.097 -0.114
C: 0.262 -5.621 -0.096
C: -0.044 -4.869 -1.218
C: 0.060 -3.487 -1.155
N: 0.444 -2.848 -0.053
C: 0.723 -3.574 1.030
C: 0.652 -4.958 1.059
H: -0.542 -7.362 -2.086
H: -0.849 -10.211 -2.676
H: -0.506 -12.393 -1.560
H: 0.336 -12.516 0.750
H: 0.864 -10.447 2.024
H: -0.353 -5.317 -2.155
H: -0.148 -2.875 -2.028
H: 1.009 -3.021 1.918
H: 0.892 -5.517 1.953
C: 0.553 5.002 -0.076
C: 0.457 4.416 -1.324
C: -0.489 3.421 -1.519
N: -1.321 3.009 -0.565
C: -1.209 3.572 0.638
C: -0.295 4.570 0.931
H: 1.294 5.768 0.118
H: 1.124 4.691 -2.130
H: -0.566 2.913 -2.474
H: -1.877 3.191 1.405
H: -0.239 4.978 1.932

Values from the calculation:
Electronic energy ... -271361.411 eV
2S+1 ... 1
Lowest unoccupied orbital energy ... 0.120 Eh
Highest occupied orbital energy ... -2.7 eV
HOMO-LUMO gap ... 5.9 eV
Total charge ... -2

Formula: C15H40F2FeO5
Source: OMol25
Level of theory: ωB97M-V/def2-TZVPD

Element x y z (Å)
Fe: -0.575 -0.278 1.669
F: -2.535 -0.269 1.796
F: -0.413 -0.765 -0.248
C: -1.429 -1.303 -4.915
C: -1.573 -1.258 -3.340
C: -2.711 -2.128 -2.764
O: -0.364 -1.782 -2.857
H: -2.303 -1.649 -5.467
H: -0.595 -1.893 -5.296
H: -1.208 -0.299 -5.276
H: -1.698 -0.194 -3.140
H: -2.897 -3.075 -3.271
H: -3.613 -1.558 -2.986
H: -2.543 -2.192 -1.689
H: -0.386 -1.430 -1.964
C: -2.222 -3.828 2.466
C: -1.132 -2.962 3.012
C: -0.055 -3.734 3.677
O: -0.540 -2.347 1.898
H: -2.856 -3.368 1.707
H: -2.934 -4.092 3.248
H: -1.958 -4.725 1.906
H: -1.608 -2.125 3.523
H: 0.307 -4.583 3.097
H: -0.498 -4.337 4.470
H: 0.685 -3.047 4.087
H: -0.519 -2.966 1.165
C: 0.740 2.981 -3.549
C: 1.302 2.330 -2.259
C: 2.022 3.252 -1.289
O: 0.240 1.750 -1.526
H: 0.898 2.248 -4.340
H: 1.256 3.900 -3.831
H: -0.336 3.153 -3.566
H: 2.021 1.590 -2.611
H: 1.348 3.986 -0.848
H: 2.853 3.802 -1.731
H: 2.513 2.733 -0.466
H: 0.320 0.794 -1.505
C: 3.349 -0.265 0.122
C: 2.548 -1.102 1.222
C: 3.321 -1.621 2.480
O: 1.635 -0.092 1.695
H: 2.796 -0.092 -0.801
H: 4.255 -0.811 -0.143
H: 3.612 0.679 0.601
H: 1.941 -1.899 0.792
H: 4.022 -2.401 2.185
H: 2.560 -2.042 3.137
H: 3.948 -0.881 2.977
H: 2.073 0.575 2.227
C: -0.165 3.893 2.187
C: -1.202 2.857 1.728
C: -2.164 3.451 0.616
O: -0.602 1.793 1.057
H: 0.312 3.551 3.105
H: -0.512 4.891 2.455
H: 0.643 3.827 1.458
H: -1.693 2.486 2.627
H: -2.730 4.301 0.995
H: -2.938 2.713 0.405
H: -1.720 3.657 -0.358
H: -0.293 2.202 0.245

Values from the calculation:
Electronic energy ... -66260.385 eV
2S+1 ... 7
Lowest unoccupied orbital energy (alpha / beta) ... 0.025 / -0.053 Eh
⟨S²⟩ ... 12.006
Highest occupied orbital energy (alpha / beta) ... -4.3 / -9.5 eV
HOMO-LUMO gap (alpha / beta) ... 5.0 / 8.1 eV

Formula: C46H34Cl5CuN2P2SeSi
Source: OMol25
Level of theory: ωB97M-V/def2-TZVPD

Element x y z (Å)
Cu: 0.783 0.574 -0.686
C: 3.701 -0.140 1.218
Si: 1.799 0.041 1.373
C: 1.547 1.569 2.531
C: 2.547 1.965 3.425
C: 2.419 3.098 4.209
C: 1.281 3.886 4.107
C: 0.265 3.507 3.249
C: 0.387 2.354 2.468
P: -0.993 1.887 1.338
C: -1.073 3.371 0.260
C: -2.139 3.422 -0.642
C: -2.262 4.473 -1.532
C: -1.321 5.494 -1.530
C: -0.259 5.450 -0.643
C: -0.125 4.386 0.241
C: -2.367 2.296 2.506
C: -3.278 3.337 2.361
C: -4.272 3.535 3.311
C: -4.376 2.692 4.405
C: -3.470 1.652 4.557
C: -2.473 1.459 3.618
C: 1.428 -1.392 2.661
C: 2.432 -1.652 3.605
C: 2.372 -2.714 4.486
C: 1.292 -3.580 4.454
C: 0.265 -3.342 3.564
C: 0.310 -2.254 2.683
P: -1.060 -2.040 1.499
C: -1.132 -3.809 0.971
C: -2.291 -4.569 0.873
C: -2.251 -5.841 0.314
C: -1.060 -6.362 -0.165
C: 0.105 -5.612 -0.064
C: 0.067 -4.350 0.501
C: -2.546 -2.000 2.583
C: -3.748 -1.819 1.892
C: -4.959 -1.775 2.565
C: -4.984 -1.891 3.947
C: -3.794 -2.019 4.646
C: -2.581 -2.062 3.973
H: 4.230 -0.195 2.170
H: 4.104 0.705 0.655
H: 3.930 -1.048 0.655
H: 3.449 1.371 3.506
H: 3.209 3.376 4.897
H: 1.185 4.791 4.695
H: -0.625 4.118 3.169
H: -2.863 2.615 -0.646
H: -3.081 4.491 -2.240
H: -1.410 6.315 -2.231
H: 0.482 6.240 -0.643
H: 0.727 4.349 0.905
H: -3.206 4.010 1.518
H: -4.966 4.359 3.195
H: -5.155 2.851 5.141
H: -3.544 0.986 5.408
H: -1.751 0.661 3.738
H: 3.299 -1.004 3.641
H: 3.183 -2.885 5.185
H: 1.256 -4.438 5.115
H: -0.574 -4.025 3.523
H: -3.234 -4.177 1.231
H: -3.161 -6.426 0.246
H: -1.039 -7.347 -0.615
H: 1.042 -6.006 -0.440
H: 0.973 -3.760 0.566
H: -3.713 -1.705 0.813
H: -5.883 -1.647 2.015
H: -5.928 -1.872 4.477
H: -3.810 -2.085 5.728
H: -1.663 -2.134 4.540
Cl: 2.167 3.262 -1.781
C: 2.770 1.784 -2.447
C: 2.302 0.580 -1.943
C: 2.816 -0.573 -2.519
Cl: 2.284 -2.118 -1.949
C: 3.759 -0.544 -3.547
Cl: 4.383 -2.003 -4.225
C: 4.207 0.682 -4.028
Cl: 5.374 0.743 -5.293
C: 3.706 1.858 -3.478
Cl: 4.254 3.378 -4.080
Se: -1.728 1.557 -4.536
C: -0.967 1.355 -2.978
N: -0.508 1.241 -1.913
C: -1.993 -2.208 -4.147
C: -1.338 -1.857 -2.902
N: -0.825 -1.577 -1.914
H: -2.949 -2.686 -3.937
H: -1.362 -2.894 -4.711
H: -2.156 -1.297 -4.725

Values from the calculation:
Electronic energy ... -250290.095 eV
2S+1 ... 2
Lowest unoccupied orbital energy (alpha / beta) ... 0.088 / 0.064 Eh
⟨S²⟩ ... 0.758
Highest occupied orbital energy (alpha / beta) ... -4.5 / -5.1 eV
HOMO-LUMO gap (alpha / beta) ... 6.9 / 6.9 eV
Total charge ... -1

Formula: C6H12O
Source: OMol25
Level of theory: ωB97M-V/def2-TZVPD

Element x y z (Å)
C: 1.967 0.585 1.305
C: 1.030 -0.106 0.371
C: 1.321 -0.235 -1.083
O: -0.020 -0.740 0.946
C: -1.045 -0.315 0.165
C: -1.304 1.133 -0.056
C: -1.984 -1.378 -0.299
H: 1.789 0.248 2.332
H: 1.855 1.681 1.295
H: 3.013 0.373 1.045
H: 1.050 0.651 -1.691
H: 0.770 -1.086 -1.504
H: 2.398 -0.402 -1.245
H: -0.996 1.516 -1.047
H: -2.382 1.344 0.036
H: -0.756 1.727 0.688
H: -1.916 -2.246 0.368
H: -1.772 -1.742 -1.317
H: -3.017 -1.009 -0.307

Values from the calculation:
Electronic energy ... -8460.719 eV
2S+1 ... 1
Lowest unoccupied orbital energy (alpha / beta) ... 0.035 / 0.035 Eh
Highest occupied orbital energy (alpha / beta) ... -6.7 / -6.7 eV
HOMO-LUMO gap (alpha / beta) ... 7.7 / 7.7 eV